(1)
# C10H16

A 2-piece molecular cluster, C10H16 overall (ωB97M-V/def2-TZVPD, OMol25).

```
! RIJCOSX wB97M-V def2-TZVPD def2/J DEFGRID3
* xyz 0 1
C 1.746 0.911 -0.972
C 1.699 -0.650 -1.269
C 0.368 -1.336 -1.336
C 0.305 -2.646 -1.713
C -0.990 -3.148 -1.713
C -2.100 -2.298 -1.392
C -2.051 -0.984 -0.794
C -0.720 -0.550 -0.778
H 1.961 1.443 -1.835
H 2.497 1.107 -0.193
H 0.870 1.248 -0.436
H 2.295 -0.968 -2.209
H 2.338 -0.933 -0.336
H 1.167 -3.319 -1.867
H -1.231 -4.124 -1.973
H -3.031 -2.809 -1.658
H -2.841 -0.254 -0.304
H -0.547 0.514 -0.439
C 0.098 1.854 3.166
C -0.455 2.833 2.115
H 0.591 1.153 2.626
H 0.713 2.348 3.898
H -0.750 1.235 3.694
H -0.846 2.359 1.194
H 0.168 3.670 1.823
H -1.254 3.346 2.703
*
```

The HOMO energy is -8.6 eV. As for the relative energy (zero: lowest compared OMol25 entry of this formula, charge and spin): 60.3 kcal per mole. The calculation puts the LUMO energy at 0.93 eV. Its HOMO-LUMO gap is 9.52 eV. Its SMILES is CCc1ccccc1.CC. Its total energy is -10627.12796 eV.

Here are the Löwdin charges for atoms 1 to 2, given in e: -0.09, -0.19

(2)
# C10H16

A 2-piece molecular cluster, C10H16 overall (ωB97M-V/def2-TZVPD, OMol25).

```
! RIJCOSX wB97M-V def2-TZVPD def2/J DEFGRID3
* xyz 0 1
C -0.044 -0.300 4.662
C -0.338 0.192 3.280
C 0.605 -0.118 2.286
C 0.359 0.099 0.971
C -0.904 0.728 0.611
C -1.707 1.212 1.640
C -1.495 0.899 2.983
H 0.343 -1.293 4.580
H -0.996 -0.441 5.184
H 0.601 0.325 5.237
H 1.510 -0.797 2.527
H 1.200 -0.091 0.285
H -1.154 0.759 -0.395
H -2.781 1.557 1.298
H -2.041 1.281 3.770
C 0.613 -1.092 -2.461
C 1.131 -0.087 -3.511
C 0.158 0.155 -4.640
H 0.114 -1.989 -2.934
H -0.105 -0.665 -1.681
H 1.473 -1.561 -1.826
H 1.393 0.841 -2.976
H 2.109 -0.474 -3.918
H -0.308 -0.784 -5.082
H -0.536 0.957 -4.476
H 0.799 0.687 -5.414
*
```

The HOMO energy is -8.9 eV. As for the relative energy (zero: lowest compared OMol25 entry of this formula, charge and spin): 34.5 kcal per mole. The calculation puts the LUMO energy at 1.01 eV. Its HOMO-LUMO gap is 9.92 eV. Its SMILES is Cc1ccccc1.CCC. Its total energy is -10628.24887 eV.

Here are the Löwdin charges for atoms 1 to 2, given in e: -0.06, -0.29

(3)
# C10H16

A 2-piece molecular cluster, C10H16 overall (ωB97M-V/def2-TZVPD, OMol25).

```
! RIJCOSX wB97M-V def2-TZVPD def2/J DEFGRID3
* xyz 0 1
C 1.295 -0.581 1.917
C 1.130 -0.468 0.413
C 0.510 -1.488 -0.272
C 0.735 -1.563 -1.670
C 1.369 -0.518 -2.320
C 1.689 0.672 -1.676
C 1.606 0.646 -0.278
H 1.933 0.209 2.241
H 1.847 -1.492 2.099
H 0.344 -0.758 2.494
H -0.008 -2.305 0.356
H 0.207 -2.349 -2.224
H 1.551 -0.603 -3.396
H 2.140 1.482 -2.186
H 2.021 1.500 0.192
C -2.474 -0.225 1.556
C -1.702 1.019 0.935
C -2.700 1.980 0.210
H -3.476 0.160 1.787
H -2.246 -0.588 2.544
H -2.232 -1.170 0.960
H -1.385 1.475 1.862
H -0.978 0.669 0.256
H -2.023 2.695 -0.340
H -3.297 1.370 -0.447
H -3.388 2.324 0.993
*
```

The HOMO energy is -9.0 eV. As for the relative energy (zero: lowest compared OMol25 entry of this formula, charge and spin): 38.5 kcal per mole. The calculation puts the LUMO energy at 0.96 eV. Its HOMO-LUMO gap is 9.94 eV. Its SMILES is Cc1ccccc1.CCC. Its total energy is -10628.07516 eV.

Here are the Löwdin charges for atoms 1 to 2, given in e: -0.04, -0.33

Q: Number 3 is which compound?
A: C10H16

Q: Among the records above, which one has the highest relative energy (zero: lowest compared OMol25 entry of this formula, charge and spin)?
A: number 1

Q: The highest LUMO belongs to which entry?
A: number 2